A cluster of 7 separate species, C29H46FN4O21 in total. Source: OMol25; level of theory: the ωB97M-V functional and the def2-TZVPD basis.

Highest occupied orbital energy   -12.3 eV
HOMO-LUMO gap   6.943 eV

Geometry as ORCA input:
```
! wB97M-V def2-TZVPD RIJCOSX def2/J DEFGRID3
* xyz 1 1
C -4.9400 -6.5346 -2.4660
C -3.8431 -6.4570 -1.3469
F -3.0761 -7.6151 -1.2785
C -3.0003 -5.1609 -1.4918
N -2.3413 -5.0989 -2.8279
C -1.1196 -5.7824 -2.5604
N -0.7404 -6.7463 -3.3713
N -0.5313 -5.2974 -1.3400
C -1.7491 -4.9349 -0.5597
O -1.6691 -5.6132 0.6412
O -1.6029 -3.4807 -0.5104
N -2.5240 -2.9151 0.3607
O -3.0979 -2.0628 -0.2192
H -4.7494 -5.8442 -3.3131
H -5.9315 -6.2686 -2.0404
H -5.0405 -7.5643 -2.8792
H -4.3860 -6.3777 -0.3765
H -3.7303 -4.3255 -1.4991
H -2.2797 -4.1770 -3.2529
H -1.3836 -7.5330 -3.4696
H 0.1578 -6.8029 -3.8443
H -0.0862 -4.3931 -1.5735
H -2.2917 -5.2393 1.2805
C 0.8274 0.2060 -1.7527
C 1.6043 -1.0406 -1.3986
C 3.0784 -0.8873 -1.6067
O 3.4993 -2.2296 -1.8770
C 2.4334 -2.8672 -2.4211
O 2.4860 -3.9318 -2.9550
O 1.2960 -2.1359 -2.2800
H 1.3481 1.1006 -1.4142
H 0.6525 0.2790 -2.8270
H -0.1536 0.1913 -1.2751
H 1.3769 -1.3568 -0.3755
H 3.5784 -0.4922 -0.7233
H 3.3261 -0.2578 -2.4658
C 0.7403 3.8862 2.6159
C 1.2692 4.0281 1.2025
C 0.9819 5.3667 0.5837
O 0.9286 5.0577 -0.8089
C 0.5403 3.7593 -0.9055
O 0.1953 3.2379 -1.9173
O 0.6011 3.1375 0.3006
H 0.8956 4.7990 3.1937
H -0.3213 3.6354 2.6176
H 1.2549 3.0742 3.1313
H 2.3379 3.8000 1.1721
H 1.7675 6.0942 0.7885
H 0.0184 5.7886 0.8855
C 4.8286 7.2754 -3.3865
C 4.3448 6.6610 -2.0889
C 5.4293 6.4710 -1.0648
O 4.9467 5.3520 -0.3161
C 4.1669 4.6269 -1.1563
O 3.7783 3.5217 -0.9264
O 3.8904 5.3159 -2.2857
H 5.5482 8.0749 -3.2047
H 5.2827 6.5232 -4.0331
H 3.9889 7.7011 -3.9381
H 3.5121 7.2430 -1.6809
H 5.5540 7.3423 -0.4230
H 6.3974 6.2080 -1.5011
C -3.3575 -2.6718 4.1276
C -2.4218 -1.6690 4.7696
C -3.0793 -0.8094 5.8094
O -2.3024 0.3881 5.7591
C -1.8032 0.4745 4.4959
O -1.2877 1.4413 4.0399
O -1.9732 -0.6947 3.8220
H -4.0259 -3.1233 4.8621
H -3.9529 -2.2105 3.3372
H -2.7837 -3.4754 3.6611
H -1.5426 -2.1778 5.1763
H -3.0375 -1.2575 6.8013
H -4.1188 -0.5612 5.5734
C -7.2068 0.8730 1.3358
C -7.6888 0.2480 2.6295
C -6.6111 0.0832 3.6643
O -7.0670 -1.0417 4.4151
C -7.8246 -1.7914 3.5657
O -8.1838 -2.8994 3.7921
O -8.1080 -1.1060 2.4285
H -6.5076 1.6894 1.5237
H -6.7292 0.1310 0.6938
H -8.0505 1.2789 0.7759
H -8.5374 0.8112 3.0288
H -6.5135 0.9602 4.3038
H -5.6313 -0.1575 3.2377
C 6.5473 0.0020 -2.4266
C 7.4298 1.0599 -1.7956
C 6.7247 1.8985 -0.7635
O 7.4360 3.1340 -0.8343
C 7.9302 3.2309 -2.0980
O 8.3888 4.2226 -2.5629
O 7.8252 2.0463 -2.7551
H 5.9058 -0.4723 -1.6823
H 5.9279 0.4265 -3.2188
H 7.1566 -0.7771 -2.8872
H 8.3359 0.6047 -1.3838
H 6.7904 1.4704 0.2366
H 5.6730 2.0876 -1.0021
*
```

The molecule C10H12N2. Source: OMol25; level of theory: the ωB97M-V functional and the def2-TZVPD basis.

Energy above the lowest of the compared OMol25 structures with the same formula, charge and spin   0.000 eV
Highest occupied orbital energy (spin up / spin down)   -5.0 / -8.0 eV
HOMO-LUMO gap (spin up / spin down)   6.057 / 6.472 eV

Geometry as ORCA input:
```
! wB97M-V def2-TZVPD RIJCOSX def2/J DEFGRID3
* xyz 0 3
C -0.1713 0.2481 -2.6958
C -0.2322 1.5948 -2.9518
C -0.1681 0.0550 -1.2801
C -0.2943 -1.0470 -0.4471
C -0.4255 1.4238 -0.7510
C -0.2742 -0.8004 1.0465
C 0.7700 0.1193 1.6575
C -0.6039 0.8023 1.4235
C -0.3276 -2.4208 -0.9254
C 1.2435 -0.1178 3.0954
N -0.9191 1.7063 0.4590
N -0.4313 2.3345 -1.7608
H 0.0461 -0.3916 -3.4313
H -0.4087 2.0591 -3.9158
H -0.7365 -1.4979 1.6933
H 1.5334 0.3928 0.8391
H -1.3261 0.8425 2.3005
H 0.7386 -2.7053 -1.1130
H -0.9185 -2.3745 -1.9119
H -0.5785 -3.0089 -0.0536
H 1.1348 -1.2271 3.4098
H 0.5533 0.3954 3.7972
H 2.2402 0.2963 3.1582
H -0.4443 3.3211 -1.6422
*
```

A structure of composition C19H23IrN3O7P2S. Source: OMol25; level of theory: the ωB97M-V functional and the def2-TZVPD basis.

Energy above the lowest of the compared OMol25 structures with the same formula, charge and spin   0.452 eV
Highest occupied orbital energy   -4.4 eV
HOMO-LUMO gap   6.836 eV

Geometry as ORCA input:
```
! wB97M-V def2-TZVPD RIJCOSX def2/J DEFGRID3
* xyz -1 1
Ir -0.4804 0.3248 0.1502
N 3.0997 2.3658 3.4341
C 2.2804 1.2327 2.8296
C 2.7471 -0.1283 3.3027
P 0.5362 1.6980 3.2341
O 0.3039 0.9967 4.6871
O 0.6361 3.1689 3.4602
O -0.4500 1.0660 2.3015
P 2.6446 1.4750 1.0178
O 2.2480 3.0077 0.8141
O 4.1309 1.3933 0.9600
O 1.7640 0.5567 0.2320
H 3.4304 2.1561 4.3716
H 2.3763 3.1348 3.4735
H 3.8759 2.5662 2.7915
H 2.6856 -0.2144 4.3905
H 3.7705 -0.3126 2.9709
H 2.1075 -0.8920 2.8563
H -0.2806 0.2373 4.5681
H 1.3353 3.1693 0.4804
S -2.0086 0.0860 -4.0743
C -0.2748 0.1479 -4.2302
C 0.4987 0.1838 -5.3858
C 1.8717 0.2456 -5.2452
C 2.4590 0.2790 -3.9737
C 1.6921 0.2394 -2.8273
C 0.3085 0.1741 -2.9638
N -0.6141 0.1455 -1.9339
C -1.8490 0.1280 -2.3467
C -2.9147 0.1784 -1.3835
C -4.2780 0.1375 -1.6811
C -5.1965 0.1773 -0.6544
C -4.7495 0.2578 0.6708
C -3.3963 0.3196 0.9553
C -2.4513 0.2775 -0.0739
H 0.0353 0.1745 -6.3637
H 2.4966 0.2716 -6.1285
H 3.5355 0.3463 -3.8866
H 2.1228 0.2763 -1.8336
H -4.5999 0.0735 -2.7161
H -6.2569 0.1485 -0.8709
H -5.4693 0.2755 1.4810
H -3.0632 0.4138 1.9815
N -0.4585 3.4271 -0.3275
C -0.5448 2.2767 -0.1909
C -0.9989 -3.8318 1.2666
C -0.8039 -2.8838 0.0859
C 0.1737 -3.4780 -0.9322
O -0.3661 -1.6653 0.5374
H -1.4170 -4.7891 0.9378
H -1.6772 -3.3768 1.9898
H -0.0373 -4.0111 1.7555
H -1.7884 -2.7793 -0.4209
H 1.1553 -3.5996 -0.4671
H 0.2789 -2.7981 -1.7807
H -0.1756 -4.4507 -1.2957
*
```

A cluster of 4 separate species, C31H41BN5O in total. Source: OMol25; level of theory: the ωB97M-V functional and the def2-TZVPD basis.

Highest occupied orbital energy   -11.1 eV
HOMO-LUMO gap   6.412 eV

Geometry as ORCA input:
```
! wB97M-V def2-TZVPD RIJCOSX def2/J DEFGRID3
* xyz 1 1
C 2.8694 -6.2680 0.8837
C 3.5005 -5.0540 -0.0781
B 2.7907 -5.2345 -1.5490
O 3.3044 -6.3552 -2.4035
C 1.5841 -4.3234 -2.1857
C 0.2186 -4.0225 -1.3320
C 0.2998 -3.3732 0.1708
C 0.1966 -1.7384 0.2259
C 1.1663 -1.0326 1.3690
C 1.0046 0.6124 1.1133
C 2.7650 -1.3605 1.1847
N -0.5583 -3.2213 -2.3983
C 0.3094 -2.5062 -3.2339
C 1.8613 -2.7853 -2.6752
C 2.8103 -2.4786 -3.9740
C 3.1033 -0.9429 -4.5715
C 4.0421 -0.8774 -5.9004
N 4.7354 -1.9460 -6.6737
C 4.5205 -3.3411 -6.1949
C 3.5736 -3.6240 -4.9030
H 2.4459 -5.8698 1.8994
H 1.9405 -6.7264 0.2913
H 3.6278 -7.1641 1.0149
H 3.3541 -3.9843 0.3963
H 4.6790 -5.2352 -0.0865
H 3.1298 -7.2377 -1.9303
H 1.1934 -5.0092 -3.0813
H -0.2182 -5.0999 -1.1321
H -0.6541 -3.7840 0.7598
H 1.2278 -3.7011 0.8071
H 0.4259 -1.1872 -0.7803
H -0.9251 -1.4698 0.5028
H 0.7833 -1.2575 2.4522
H 1.6793 0.8945 0.1767
H 1.4101 1.2212 2.0296
H -0.1131 0.9028 0.8309
H 3.0603 -2.1858 1.9938
H 3.4553 -0.4282 1.4303
H 3.0603 -1.8115 0.1432
H -1.6011 -3.2696 -2.4333
H -0.0105 -1.8258 -4.1568
H 2.1671 -1.9776 -1.8825
H 2.6217 0.0213 -4.0580
H 4.2024 0.2286 -6.3265
H 5.0064 -4.2592 -6.7690
H 3.4136 -4.7611 -4.5938
N 1.3826 2.4670 -3.3423
C 1.6295 3.7233 -3.7739
C 0.6420 4.6068 -4.1794
C -0.6803 4.1769 -4.1450
C -0.9663 2.8878 -3.7072
C 0.0891 2.0786 -3.3183
H 2.6768 4.0107 -3.7856
H 0.8977 5.6056 -4.5144
H -1.4815 4.8408 -4.4565
H -1.9863 2.5226 -3.6691
H -0.0830 1.0656 -2.9655
N -2.9688 2.2054 1.2999
C -2.4131 3.3448 0.8328
C -2.5508 4.5783 1.4490
C -3.3074 4.6513 2.6138
C -3.8940 3.4953 3.1185
C -3.6963 2.3073 2.4334
H -1.8350 3.2368 -0.0803
H -2.0799 5.4606 1.0308
H -3.4388 5.6010 3.1242
H -4.4900 3.5190 4.0238
H -4.1304 1.3772 2.7893
N -5.3298 3.7790 6.9557
C -4.7741 4.9184 6.4886
C -4.9117 6.1519 7.1049
C -5.6684 6.2249 8.2696
C -6.2549 5.0689 8.7744
C -6.0572 3.8809 8.0893
H -4.1960 4.8104 5.5755
H -4.4408 7.0342 6.6866
H -5.7998 7.1746 8.7800
H -6.8509 5.0926 9.6797
H -6.4914 2.9507 8.4452
*
```